1.
Molecular formula: C23H22BBr3N3O14
Method: DFT, ωB97M-V/def2-TZVPD

```
! RIJCOSX wB97M-V def2-TZVPD def2/J DEFGRID3
* xyz 1 1
C -3.62233 -1.82827 -1.59204
O -2.46544 -2.39338 -2.23361
B -1.89687 -3.39108 -1.59419
O -1.50483 -3.33106 -0.29215
N -1.61947 -4.73636 -2.27674
C -2.53043 -5.59463 -2.48553
N -3.77146 -5.30071 -2.01170
N -2.14984 -6.78947 -3.13672
Br -3.45815 -7.35466 -4.36531
C -1.88013 -7.76746 -2.12754
Br -3.28163 -8.38280 -0.96762
C -0.65127 -8.20817 -2.00646
C 0.48676 -7.77265 -2.84570
Br -0.21199 -9.46633 -0.65898
H -4.49193 -1.95209 -2.21720
H -3.48713 -0.77091 -1.42328
H -3.81446 -2.26718 -0.62325
H -1.90079 -4.09341 0.15917
H -0.66608 -4.92525 -2.57091
H -4.51745 -5.62275 -2.61808
H -3.90375 -5.60366 -1.05237
H 0.14118 -7.10245 -3.61932
H 0.99163 -8.63698 -3.24975
H 1.18855 -7.24040 -2.21429
C 1.26641 -3.27278 1.54231
C 1.54540 -4.55617 1.77799
C 2.78703 -4.97480 2.50594
O 2.96325 -6.16297 2.69743
C 3.71328 -3.93768 2.93733
C 3.43720 -2.64713 2.69860
C 2.18125 -2.23033 1.99153
O 1.96735 -1.04850 1.81262
O 4.24672 -1.66471 3.06737
O 0.74350 -5.55387 1.38565
H 0.37296 -2.96179 1.02191
H 4.61300 -4.25193 3.44678
H 3.81990 -0.83357 2.78170
H 1.18026 -6.37526 1.69009
C -1.55730 3.06753 1.56941
C -1.01330 4.22686 1.16578
C 0.14511 4.25903 0.20688
O 0.57307 5.34135 -0.14098
C 0.69365 2.99119 -0.25540
C 0.15054 1.83966 0.15614
C -1.02536 1.80632 1.08797
O -1.48043 0.71782 1.39906
O 0.60307 0.65247 -0.22631
O -1.45663 5.39871 1.58474
H -2.39145 3.02963 2.25527
H 1.53713 3.02612 -0.93047
H 0.03556 -0.00082 0.22760
H -0.89375 6.09015 1.17228
C 0.31849 9.91859 1.43923
C 0.85513 11.08150 1.04643
C 2.01820 11.13472 0.09799
O 2.44347 12.22476 -0.23049
C 2.57620 9.87681 -0.37590
C 2.04168 8.71311 0.01767
C 0.86410 8.66394 0.94886
O 0.41946 7.57254 1.25972
O 2.51172 7.54132 -0.39110
O 0.40119 12.25400 1.46361
H -0.51828 9.86867 2.12150
H 3.42155 9.92659 -1.04712
H 1.94651 6.85120 0.01283
H 0.96047 12.92985 1.03114
*
```

2.
Molecular formula: C22H16F6N3O8S
Method: DFT, ωB97M-V/def2-TZVPD

```
! RIJCOSX wB97M-V def2-TZVPD def2/J DEFGRID3
* xyz 1 1
O -1.75881 -1.15319 -0.76426
C -0.71685 -1.47981 -1.23644
O -0.11509 -2.66103 -1.08861
C 0.06056 -0.52349 -2.17616
F 1.26141 -1.02855 -2.49311
F -0.68912 -0.45774 -3.31990
C 0.27041 0.93303 -1.61665
F 1.57489 1.09230 -1.34232
F -0.42444 1.12977 -0.46824
C -0.12646 2.07560 -2.59608
F 0.43723 3.20493 -2.12586
F 0.35958 1.81567 -3.82578
C -1.64004 2.44613 -2.72279
O -1.95805 3.46971 -3.18776
N -2.69963 1.54489 -2.20314
C -3.20445 1.85762 -0.98896
C -4.27511 1.12315 -0.46794
O -4.80686 1.53524 0.70365
C -4.79871 0.05772 -1.22063
C -4.23901 -0.25335 -2.47461
S -4.84573 -1.53117 -3.52266
C -3.17787 0.52535 -2.94938
H -0.75908 -3.37902 -1.19425
H -2.79926 2.70463 -0.44834
H -4.73914 0.86338 1.39553
H -5.65126 -0.49894 -0.84267
H -5.05706 -2.43943 -2.56057
H -2.72507 0.34413 -3.91543
C -0.80543 0.51969 2.92941
C -0.60871 0.39154 4.29753
C -1.52489 -0.30397 5.07363
C -2.62573 -0.86235 4.45491
C -2.84288 -0.74569 3.09545
C -1.92462 -0.04647 2.32897
N -3.60410 -1.61730 5.26339
O -3.40463 -1.69275 6.45435
O -4.54625 -2.11049 4.67484
H -0.08032 1.05987 2.33415
H 0.26143 0.83164 4.76427
H -1.38485 -0.41105 6.13900
H -3.71427 -1.20434 2.64990
H -2.08295 0.04153 1.26418
C 4.56564 -1.18545 -1.07630
C 5.72515 -1.93778 -0.94205
C 6.88898 -1.34673 -0.47623
C 6.86284 -0.00422 -0.15018
C 5.72253 0.76459 -0.27977
C 4.56419 0.16501 -0.74942
N 8.09300 0.63077 0.36212
O 9.08495 -0.06086 0.44702
O 8.02983 1.80398 0.66674
H 3.66138 -1.65849 -1.43657
H 5.72483 -2.98808 -1.19884
H 7.79894 -1.91733 -0.36681
H 5.74129 1.81193 -0.01804
H 3.66770 0.75526 -0.85228
*
```

3.
Molecular formula: C19H32N2O3
Method: DFT, ωB97M-V/def2-TZVPD

Relative energy (zero: lowest compared OMol25 entry of this formula, charge and spin) (kcal per mole): 17.15

```
! RIJCOSX wB97M-V def2-TZVPD def2/J DEFGRID3
* xyz 0 1
C 4.38283 1.33529 -0.98065
C 4.18038 -0.15557 -1.22015
C 2.98993 -0.73464 -0.44493
C 1.69316 -0.19299 -1.00049
O 1.21231 -0.67153 -2.01422
N 1.08898 0.87062 -0.39878
C 1.44128 1.51183 0.83840
C 0.26796 1.49846 1.84592
C 0.65585 2.28200 3.09677
C -0.12040 0.05785 2.22832
N -0.54870 -0.71458 1.08613
C 0.08344 -1.89349 0.82432
O 1.03556 -2.24284 1.49903
C -0.45444 -2.76322 -0.29122
C -1.77185 -3.44810 0.09013
C -1.58265 -4.41511 1.25267
C -1.62865 -0.12390 0.34130
C -1.33064 1.33565 -0.08370
C -2.57069 1.98467 -0.72543
C -2.79904 1.78861 -2.22608
C -3.07562 0.35347 -2.66196
C -0.10225 1.41207 -1.01331
C -0.94231 2.10701 1.16818
O -1.51455 3.08813 1.56994
H 4.55259 1.53874 0.07483
H 3.51440 1.90091 -1.30997
H 5.24817 1.68860 -1.53692
H 4.01847 -0.33428 -2.28485
H 5.08211 -0.69449 -0.92231
H 3.10609 -0.56846 0.62282
H 2.96081 -1.81305 -0.60910
H 2.30055 1.02529 1.29494
H 1.70579 2.55976 0.63907
H 1.51015 1.82098 3.58603
H 0.90608 3.30726 2.83590
H -0.17750 2.30922 3.79393
H 0.73184 -0.46096 2.67402
H -0.93368 0.10065 2.96502
H -0.55837 -2.18810 -1.21126
H 0.30109 -3.53069 -0.46874
H -2.52415 -2.70448 0.36061
H -2.14288 -3.99479 -0.77985
H -2.52913 -4.87851 1.52244
H -0.87862 -5.19882 0.98392
H -1.19015 -3.89425 2.12273
H -1.83080 -0.71280 -0.54774
H -2.53304 -0.11106 0.96711
H -3.45441 1.63404 -0.18693
H -2.49856 3.05967 -0.54035
H -1.95339 2.18300 -2.79051
H -3.66832 2.39731 -2.48728
H -3.44195 0.34560 -3.68619
H -2.17693 -0.25709 -2.63349
H -3.83381 -0.10201 -2.02847
H -0.27360 0.83920 -1.92551
H 0.07126 2.46391 -1.27408
*
```

4.
Molecular formula: C3H6N3O2
Method: DFT, ωB97M-V/def2-TZVPD

Relative energy (zero: lowest compared OMol25 entry of this formula, charge and spin) (kcal per mole): 145.78

```
! RIJCOSX wB97M-V def2-TZVPD def2/J DEFGRID3
* xyz 1 1
C -0.82233 0.17864 -0.24887
C 0.07076 0.61403 0.92195
C 1.39695 -0.01073 0.44960
N -0.15203 -0.21786 -1.25560
N -2.64544 -0.46200 -0.08543
N 1.17951 -0.15669 -1.01293
O -3.17434 0.36463 0.52804
O -2.76014 -1.42786 -0.66992
H 0.15903 1.68255 1.01470
H -0.20967 0.24153 1.85610
H 2.20520 0.69642 0.67224
H 1.37357 -1.08061 0.77039
H 1.67975 0.59688 -1.48737
H 1.69918 -1.01893 -1.45289
*
```

5.
Molecular formula: C29H30N3O2Pb
Method: DFT, ωB97M-V/def2-TZVPD

Relative energy (zero: lowest compared OMol25 entry of this formula, charge and spin) (kcal per mole): 0.00

```
! RIJCOSX wB97M-V def2-TZVPD def2/J DEFGRID3
* xyz 1 1
Pb 0.67868 -0.37063 1.87337
C 4.10050 -0.73916 0.75539
O 3.05986 0.20889 1.00995
C 3.30219 1.52518 0.65795
C 4.58431 1.98607 0.41071
C 4.78914 3.31440 0.07512
C 3.70480 4.17487 -0.01155
C 2.42684 3.69760 0.22950
C 2.20257 2.36793 0.56736
N 0.88946 1.81930 0.81151
N -0.02373 2.66071 0.55303
C -1.35377 2.41946 0.56768
C -1.95063 1.13499 0.66728
O -1.31022 0.05985 0.99328
C -3.34388 1.00238 0.35177
C -4.11843 2.09195 0.16534
C -3.58632 3.42669 0.19459
C -4.42769 4.54664 0.05075
C -3.90594 5.81429 0.01714
C -2.51622 5.98556 0.11238
C -1.68172 4.90325 0.27636
C -2.20065 3.59690 0.33811
H 4.94310 -0.57779 1.42434
H 4.43023 -0.67703 -0.28217
H 3.67618 -1.72147 0.94575
H 5.43419 1.31830 0.48608
H 5.79541 3.66823 -0.11724
H 3.85127 5.21645 -0.26691
H 1.57213 4.35283 0.15397
H -3.75141 -0.00435 0.31955
H -5.18170 1.97003 -0.02351
H -5.49905 4.39149 -0.03271
H -4.55737 6.67464 -0.07871
H -2.09305 6.98218 0.05402
H -0.61462 5.04914 0.37104
C 2.57346 -2.71697 -1.99759
C 1.21786 -2.16545 -2.48013
C 1.13793 -0.62775 -2.34977
C 0.08912 -2.92855 -1.83009
C -0.71240 -3.68512 -2.64052
C -1.76291 -4.43978 -2.09888
C -2.05431 -4.49329 -0.72699
C -1.29852 -3.79990 0.17442
C -1.60998 -3.97924 1.63912
C -2.26529 -2.73189 2.27151
C -0.38793 -4.44954 2.44828
C -0.20928 -2.90762 -0.35064
N 0.38206 -2.08120 0.39335
H 3.38239 -2.16731 -2.48422
H 2.68751 -3.77590 -2.24759
H 2.67311 -2.60738 -0.91722
H 1.13417 -2.38533 -3.54530
H 1.27724 -0.30006 -1.32648
H 0.17546 -0.24655 -2.70229
H 1.92156 -0.18270 -2.96651
H -0.53721 -3.70054 -3.70965
H -2.37236 -5.03263 -2.77576
H -2.87165 -5.11442 -0.37856
H -2.34112 -4.78471 1.67235
H -1.51696 -2.06722 2.70331
H -2.93414 -3.04448 3.07551
H -2.84151 -2.14701 1.55075
H 0.42510 -3.72478 2.39548
H -0.01093 -5.41199 2.08754
H -0.67490 -4.57048 3.49604
*
```

6.
Molecular formula: C4H9NO
Method: DFT, ωB97M-V/def2-TZVPD

Relative energy (zero: lowest compared OMol25 entry of this formula, charge and spin) (kcal per mole): 95.64

```
! RIJCOSX wB97M-V def2-TZVPD def2/J DEFGRID3
* xyz 0 1
C -0.89883 -0.54383 -1.68262
C -0.29297 -0.58709 -0.31757
C -0.96006 0.21155 0.71520
N 0.41529 0.58813 0.10414
C 1.61522 0.39805 1.28793
O 2.52891 -0.35913 0.91250
H -0.13771 -0.70748 -2.44568
H -1.38705 0.42465 -1.85670
H -1.66090 -1.32402 -1.73844
H 0.23580 -1.48819 -0.01282
H -1.76549 0.90225 0.52249
H -1.02980 -0.24584 1.71866
H 0.73311 1.16681 -0.69265
H 0.82126 0.06997 2.00971
H 1.78322 1.49419 1.47584
*
```

no.,calculated total energy (hartree),HOMO-LUMO gap (eV)
1,-9853.96600,6.12
2,-2611.05171,6.83
3,-1078.47413,9.54
4,-432.16901,9.83
5,-1630.36604,4.80
6,-287.68004,8.51